Record 1
Density functional theory data (ωB97M-V/def2-TZVPD) for C46H56ClN8O4STi as an isolated structure.

Geometry as XYZ:
```
117
Properties=species:S:1:pos:R:3:mulliken_spin:R:1
Ti -0.31548 0.22186 0.00788 1.466
Cl 7.58797 2.36349 2.77466 0.000
S -0.40942 -2.90328 1.34853 -0.011
O -0.86749 -1.51842 0.92675 -0.041
O 4.83248 -3.85026 -2.10368 0.000
O 1.85655 -0.91744 1.70127 0.001
O 1.36706 1.02499 0.73369 0.038
N -0.77560 2.35354 -0.34305 -0.054
N -2.23500 0.27727 -1.10629 -0.031
N 0.93664 -0.84909 -1.20446 -0.136
N -2.47959 -0.34951 -3.32497 -0.003
N -4.16046 0.87588 -2.33354 -0.003
N 0.49105 3.66479 -1.74854 0.003
N 3.26001 -1.65256 -1.41918 0.004
N -0.91072 4.72708 -0.25065 -0.001
C 2.14179 0.24798 1.40250 0.007
C 5.13889 2.55867 1.65799 -0.001
C 3.96538 -1.67965 -2.70649 0.009
C -2.72547 0.95339 2.54023 0.027
C 0.42908 4.74966 -2.71286 0.000
C -1.84461 -3.51923 2.23597 -0.003
C -1.40703 -1.31782 -3.26569 0.067
C 4.16373 -3.12764 -3.11822 -0.001
C -2.11595 -7.04290 3.59466 0.000
C -2.37278 -5.88728 2.87121 0.001
C 6.00600 1.76349 2.39148 0.003
C -1.55497 -4.77422 3.01419 0.004
C -0.21884 -5.98288 4.61496 0.000
C -0.64891 2.76421 2.06978 0.087
C 4.09556 -3.87183 -0.89466 0.002
C -0.88343 -8.09496 0.39678 0.001
C -0.02347 5.83550 0.06060 0.000
C 0.41167 -6.07968 0.58306 0.001
C -0.40312 3.54215 -0.73289 0.067
C -1.91607 -7.37896 -0.18687 0.000
C -3.90936 -0.50135 0.45601 0.143
C -1.22732 2.12617 0.97736 -0.002
C -2.94556 0.25599 -2.20081 0.069
C -4.39878 -0.61564 1.77091 -0.041
C -0.47796 -4.82668 3.89611 0.000
C 2.02645 -1.24062 -1.31482 0.206
C 5.63342 0.50077 2.82607 -0.001
C -1.08373 2.52028 3.36446 -0.034
C -2.86675 0.34316 0.15737 -0.031
C -4.50664 2.02970 -1.52891 0.001
C 0.28152 -7.44298 0.78389 0.000
C 3.48878 0.80572 1.76777 -0.006
C -1.79005 -6.00855 -0.37481 0.001
C -2.76027 0.17301 -4.65252 0.000
C -2.26474 1.14536 1.19698 -0.026
C 3.87811 2.07274 1.34990 0.003
C -0.51367 -3.86876 -0.17797 0.001
C -1.03689 -7.09497 4.46395 0.000
C 1.35214 2.56165 -2.12816 0.064
C -3.81230 0.07028 2.78947 0.058
C -2.22811 4.82552 0.34515 0.005
C -0.62816 -5.35164 0.00936 -0.001
C -5.26849 0.23588 -3.01990 0.000
C 3.87802 -2.46939 -0.35991 0.012
C -2.12044 1.64625 3.59819 0.074
C 4.36993 0.02767 2.50925 0.005
H -3.20625 -5.85598 2.18001 0.000
H 3.23189 -2.44794 0.51747 -0.004
H -2.66579 -3.62222 1.52412 -0.001
H -2.07962 -2.67510 2.89095 0.000
H 3.39145 -1.12363 -3.44596 -0.003
H -5.08240 1.76617 -0.63728 0.000
H 3.18952 -3.59140 -3.32779 0.000
H -3.59451 2.53591 -1.22304 -0.001
H 3.18235 2.67482 0.78021 0.002
H -2.82226 -7.88410 -0.49424 0.000
H 0.89626 1.95282 -2.91714 -0.003
H 1.31933 -5.57391 0.89412 0.000
H -3.31497 1.10392 -4.58198 0.000
H 2.29154 2.96896 -2.50750 0.001
H -1.37837 -3.44435 -0.69216 -0.002
H -6.08625 0.06732 -2.31308 0.000
H -4.95664 -0.72459 -3.42221 0.000
H 4.67462 -4.46196 -0.18586 0.000
H 4.04771 -0.94995 2.84195 0.000
H 4.93287 -1.19313 -2.56616 0.001
H -0.98209 -9.16161 0.54858 0.000
H -2.85576 4.00657 0.00729 0.000
H -2.19486 4.80527 1.43765 -0.001
H 0.31837 4.33220 -3.71691 0.000
H -3.33443 -0.53747 -5.25159 0.000
H 5.45393 3.54210 1.33785 0.000
H -5.64497 0.85414 -3.83835 0.000
H 4.83275 -2.00578 -0.10268 0.000
H -5.22939 -1.28049 1.97381 0.000
H -1.34274 -1.73589 -2.26711 -0.033
H -2.68250 5.76596 0.02681 -0.001
H -4.31427 -1.12716 -0.33068 0.010
H -0.83654 -7.99659 5.02731 0.000
H -0.01419 6.00902 1.14145 0.000
H 1.56152 1.93430 -1.26685 -0.018
H 1.34021 5.35208 -2.69524 0.001
H -1.81649 0.36738 -5.16733 0.000
H -0.60582 3.02752 4.19257 0.001
H -5.09673 2.71319 -2.14231 0.000
H 0.38596 -3.59231 -0.73068 0.010
H -0.34876 6.75627 -0.42948 0.000
H 4.78133 -3.19124 -4.01277 0.000
H 3.12769 -4.36859 -1.05820 0.000
H 6.32497 -0.09455 3.40577 0.000
H 0.17187 3.44697 1.89213 0.026
H -0.42330 5.39016 -2.50987 0.000
H -0.44086 -0.86190 -3.49823 0.004
H -2.75876 -7.90513 3.47475 0.000
H 0.99065 5.61049 -0.25783 0.000
H -2.48304 1.47876 4.60418 0.001
H -2.60118 -5.44626 -0.82337 0.000
H -1.60260 -2.11326 -3.98813 0.000
H 0.61938 -6.01453 5.29841 0.000
H -4.16588 -0.03741 3.80691 0.002
H 0.16239 -3.96125 4.02314 0.001
H 1.08718 -7.99908 1.24425 0.000
```

HOMO level (alpha / beta) = -7.682 / -9.507 eV
Relative energy (zero: lowest compared OMol25 entry of this formula, charge and spin) = 0.199 eV
Net charge = +1
Total energy = -115191.842 eV
Strongest force on any atom = 1.338 eV/Å
2S+1 = 3
<S²> = 2.021

=====

Record 2
Density functional theory data (ωB97M-V/def2-TZVPD) for C46H57AuBN6Te as an isolated structure.

Geometry as XYZ:
```
112
Properties=species:S:1:pos:R:3:lowdin_charge:R:1
Au 0.23596 0.11677 0.43322 1.258
Te 3.46532 0.63189 -2.23691 1.440
N -1.75951 -0.65093 1.20183 0.053
N -0.36910 2.38179 0.16063 0.085
N -2.67404 0.28280 0.89551 0.037
N -1.96014 0.42008 -1.49234 0.024
N -1.69329 2.44927 -0.04662 0.028
N -0.83924 -0.31740 -1.39223 0.000
C 6.28685 -3.04095 -3.80134 -0.080
C 3.88229 3.44945 -5.57362 -0.077
C 1.09024 -1.71842 -4.04915 -0.047
C 3.16179 0.88037 3.58653 -0.167
C 4.89896 4.29409 -5.15887 -0.075
C -3.47127 4.21133 -0.31465 -0.002
C -3.47083 -0.89818 2.57434 0.047
C 4.56368 1.00995 3.66481 -0.013
C 1.71574 3.89887 2.10626 -0.013
C 1.25158 -2.34471 -1.62997 -0.068
C -3.78311 0.89174 -3.14322 -0.005
C 2.58029 0.35163 2.39571 -0.196
C 0.29908 -2.10199 -2.79420 -0.539
C -0.19523 -2.91414 2.17958 -0.047
C 2.49916 3.03081 -0.10778 -0.106
C 5.78404 -3.01952 -2.50973 -0.083
C 5.54458 4.06106 -3.95651 -0.077
C -2.08021 3.74003 -0.08802 -0.244
C 2.31543 1.25771 4.64939 -0.015
C 4.68569 -0.93324 -2.98060 -0.506
C 0.95476 1.14777 4.52414 -0.066
C 1.53175 3.98841 0.58660 -0.530
C 5.19567 -0.95092 -4.27131 -0.120
C -0.95173 4.51735 0.10250 0.049
C -4.94899 0.99779 1.65996 0.000
C -0.71394 -1.02821 -2.51319 -0.221
C -0.46637 -3.40906 -3.06387 -0.028
C 3.48962 2.38521 -4.77673 -0.145
C -1.39193 -2.41977 4.31283 -0.024
C 1.17013 0.34199 2.24486 -0.200
C 0.10925 3.62285 0.26437 -0.219
C 5.98757 -2.00991 -4.67634 -0.077
C 4.13096 2.16286 -3.56981 -0.524
C 3.44755 -0.12239 1.39136 -0.085
C 5.37184 0.57299 2.64802 -0.057
C -2.20615 -1.38071 2.21938 -0.242
C 4.81064 -0.01580 1.50930 -0.065
C -3.73322 0.15189 1.71626 -0.240
C 4.97274 -1.97684 -2.10579 -0.170
C -2.53546 0.22305 -2.69104 -0.242
C 1.84532 5.41658 0.12879 -0.042
C -1.55613 -2.60389 2.79917 -0.537
C -1.75994 -0.69078 -3.37778 0.048
C 5.16040 2.99668 -3.16019 -0.142
C 0.39012 0.71265 3.31944 -0.121
C -2.51233 -3.77541 2.51402 -0.029
B -2.56377 1.20979 -0.32623 -0.521
H 1.63898 2.87080 2.43633 0.047
H -4.00422 0.59073 -4.16408 0.089
H -4.62176 0.61198 -2.50701 0.088
H 6.91137 -3.86001 -4.12460 0.106
H -3.66979 1.97435 -3.10049 0.085
H -1.93295 -1.05914 -4.36819 0.120
H 5.45495 -0.38894 0.72376 0.102
H 3.52124 3.23905 0.20501 0.100
H 0.52027 -2.12147 2.39035 0.055
H -0.61820 -1.68419 4.52855 0.075
H 1.79531 -1.43170 -1.37730 -0.020
H 0.94902 4.47530 2.61558 0.097
H 6.44494 0.66898 2.72093 0.111
H 1.59834 -0.76178 -3.89809 0.014
H 1.96951 -3.11620 -1.90164 0.098
H 6.34163 4.71229 -3.63377 0.107
H 0.19080 -3.84295 2.59707 0.099
H 0.70546 -2.67797 -0.75190 0.057
H 3.38230 3.62480 -6.51248 0.106
H 4.99294 1.46327 4.54581 0.119
H 0.30377 1.42138 5.34205 0.115
H -5.64863 0.66272 2.41919 0.091
H -4.15336 3.78072 0.41704 0.073
H -0.91345 5.58673 0.11817 0.116
H -3.49929 5.29609 -0.23418 0.091
H -1.10913 -3.36141 4.77622 0.093
H 5.65052 2.81761 -2.21291 0.094
H 5.18107 5.14018 -5.76564 0.107
H 0.42461 -1.61684 -4.90202 0.084
H 3.00196 -0.61027 0.53066 0.049
H 0.23630 -4.22391 -3.22233 0.092
H -0.28547 -3.02883 1.10297 0.059
H -2.71433 -3.83770 1.44574 0.093
H 2.90193 5.62095 0.28571 0.091
H -2.32006 -2.08266 4.76421 0.082
H -1.09591 -3.65990 -2.21282 0.090
H -1.09762 -3.32147 -3.94442 0.084
H 2.68530 1.73491 -5.09228 0.095
H 1.84021 -2.47513 -4.27582 0.095
H 2.25398 2.00290 0.15519 -0.006
H 6.02395 -3.80979 -1.81794 0.105
H -3.45458 -3.63790 3.03692 0.084
H -3.64482 1.56671 -0.62479 0.110
H 2.68981 4.28594 2.39002 0.096
H 2.74820 1.61535 5.57087 0.121
H -4.11470 -1.27344 3.34079 0.121
H -0.68692 0.68698 3.24301 0.096
H 1.28382 6.14588 0.70421 0.083
H 6.38120 -2.02604 -5.68003 0.107
H -2.07055 -4.71334 2.84169 0.090
H 4.97198 -0.14732 -4.95908 0.095
H 2.42994 3.15309 -1.19073 0.059
H -3.82172 3.93020 -1.30673 0.084
H 4.55845 -1.96409 -1.10857 0.076
H -4.69957 2.04247 1.83680 0.082
H 1.62258 5.54525 -0.92863 0.095
H -5.43036 0.92459 0.68679 0.089
```

HOMO level = -9.828 eV
Relative energy (zero: lowest compared OMol25 entry of this formula, charge and spin) = 1.217 eV
Net charge = +1
Total energy = -69224.861 eV
Strongest force on any atom = 1.599 eV/Å
2S+1 = 1